Formula: BrH10O5
Source: the Open Molecules 2025 dataset
Level of theory: ωB97M-V/def2-TZVPD

Last column: natural (NBO) charge in e.
Cartesian coordinates (Å):
Br: -0.003 -1.382 1.025  -0.894
O: -1.075 -0.700 -2.194  -0.972
O: -3.038 0.196 0.630  -0.999
O: -0.336 1.600 2.142  -0.991
O: 2.096 -1.180 -1.789  -0.962
O: 2.473 0.853 0.500  -0.964
H: -1.210 1.881 1.898  0.464
H: -0.501 -0.784 -1.381  0.505
H: 2.122 -0.002 0.859  0.485
H: -3.617 -0.300 0.042  0.472
H: -0.304 0.647 1.953  0.488
H: 1.865 -1.223 -0.854  0.493
H: -2.197 -0.252 0.846  0.506
H: -0.593 -0.270 -2.857  0.448
H: 1.669 -0.421 -2.179  0.460
H: 2.647 1.336 1.360  0.462

Summary:
- calculated total energy (Eh) = -2956.323098
- molecular weight (g mol⁻¹) = 170.0
- ΔE to the lowest compared entry with this formula, charge and spin (kJ/mol) = 46.9
- HOMO-LUMO gap (eV) = 9.212
- HOMO (eV) = -5.45
- total charge = -1
- LUMO energy (eV) = 3.8

---

Formula: C5H6O
Source: the Open Molecules 2025 dataset
Level of theory: ωB97M-V/def2-TZVPD

Last column: natural (NBO) charge in e.
Cartesian coordinates (Å):
O: 1.611 0.501 1.322  -0.514
C: -2.126 -0.666 -0.901  -0.270
C: 0.704 -0.547 0.942  0.112
C: 0.819 -0.285 -0.391  -0.323
C: 1.678 0.853 -0.045  -0.097
C: -2.314 -0.075 0.115  -0.218
H: 0.179 -0.708 -1.186  0.228
H: 0.394 -1.194 1.728  0.207
H: 2.687 1.067 -0.530  0.201
H: -2.263 -1.124 -1.872  0.243
H: 1.278 1.926 -0.283  0.188
H: -2.647 0.253 1.101  0.244

Summary:
- calculated total energy (Eh) = -269.158027
- molecular weight (g mol⁻¹) = 82.1
- ΔE to the lowest compared entry with this formula, charge and spin (kJ/mol) = 494.2
- HOMO-LUMO gap (eV) = 9.792
- HOMO (eV) = -8.66
- total charge = 0
- LUMO energy (eV) = 1.1

---

Formula: C2H5N6O4
Source: the Open Molecules 2025 dataset
Level of theory: ωB97M-V/def2-TZVPD

Last column: natural (NBO) charge in e.
Cartesian coordinates (Å):
O: -1.332 2.389 -0.982  -0.455
O: -3.067 -0.311 0.678  -0.277
O: -1.200 0.044 1.706  -0.424
O: 1.220 -3.077 -0.622  -0.013
N: 1.143 0.070 -0.170  0.079
N: 1.528 -0.215 1.138  -0.650
N: 0.185 -2.706 -0.805  0.582
N: 0.082 -0.747 -0.591  -0.417
N: -1.902 -0.120 0.740  0.542
N: 0.662 1.393 -0.430  -0.491
C: -1.121 -0.046 -0.618  -0.103
C: -0.684 1.435 -0.734  0.657
H: 2.339 0.303 1.456  0.391
H: 1.972 -0.123 -0.770  0.434
H: 0.734 -0.114 1.780  0.428
H: 1.252 2.212 -0.383  0.447
H: -1.810 -0.385 -1.394  0.271

Summary:
- calculated total energy (Eh) = -708.141089
- molecular weight (g mol⁻¹) = 177.1
- ΔE to the lowest compared entry with this formula, charge and spin (kJ/mol) = 47.9
- HOMO-LUMO gap (eV) = 7.705
- HOMO (eV) = -14.20
- total charge = +1
- LUMO energy (eV) = -6.5

---

Formula: C2H7N4O
Source: the Open Molecules 2025 dataset
Level of theory: ωB97M-V/def2-TZVPD

Last column: natural (NBO) charge in e.
Cartesian coordinates (Å):
O: 0.807 1.415 -0.761  -0.289
N: 0.390 0.371 -1.532  -0.220
N: -0.827 -1.593 -1.343  -0.719
N: -0.104 1.496 0.494  0.063
N: 0.580 2.102 1.449  -0.601
C: -0.230 -0.520 -0.805  0.502
C: -0.172 -0.120 0.586  -0.336
H: -1.279 -2.289 -0.816  0.437
H: 0.874 -0.482 0.862  0.249
H: 0.244 0.542 -2.471  0.422
H: -1.027 -0.575 1.180  0.272
H: -0.514 -1.816 -2.317  0.431
H: 1.396 1.744 1.877  0.374
H: 0.418 3.095 1.670  0.416

Summary:
- calculated total energy (Eh) = -374.270643
- molecular weight (g mol⁻¹) = 103.1
- ΔE to the lowest compared entry with this formula, charge and spin (kJ/mol) = 469.9
- HOMO-LUMO gap (eV) = 9.959
- HOMO (eV) = -13.80
- total charge = +1
- SMILES string = NN1CC(=[NH2+])NO1
- LUMO energy (eV) = -3.8

---

Formula: C73H94BaGe2N2OS5Si
Source: the Open Molecules 2025 dataset
Level of theory: ωB97M-V/def2-TZVPD

Last column: Mulliken charge in e.
Cartesian coordinates (Å):
Ba: 1.067 2.082 -0.217  1.711
Ge: -1.436 -1.521 -0.481  0.269
Ge: -0.070 -1.190 2.226  1.036
S: -2.178 -0.751 1.548  0.266
S: -1.123 0.083 -1.844  -0.542
S: 0.338 -2.574 0.488  0.015
S: 5.322 -3.208 -7.295  -0.228
S: 1.197 0.543 2.293  -1.054
Si: 2.333 5.475 -1.499  -0.478
O: 5.156 -5.731 -7.766  -0.616
N: -1.993 3.533 -0.365  1.506
N: -0.241 4.758 2.081  1.107
C: -2.111 -3.777 -2.332  -0.439
C: 0.686 -3.331 4.248  -0.248
C: 0.117 0.999 5.804  -1.724
C: -2.973 -4.623 -3.027  0.431
C: -1.303 0.791 5.353  0.667
C: -0.827 -2.472 -4.695  -1.912
C: -0.065 -2.173 3.982  -0.658
C: 1.340 7.744 -3.172  -2.196
C: 4.387 -6.823 1.529  -1.767
C: -4.450 2.895 4.948  -1.957
C: 2.064 -6.208 2.280  -0.902
C: 0.312 4.134 3.272  -0.903
C: 0.003 6.189 2.138  -1.792
C: -5.959 -0.098 1.484  0.834
C: -0.274 -5.778 3.082  -1.812
C: 3.451 5.774 0.070  -1.336
C: 5.384 -2.003 -4.820  -0.147
C: 1.572 7.327 -1.718  2.308
C: -3.934 0.469 4.512  -0.392
C: -6.579 0.865 2.461  -1.492
C: -5.511 -1.342 1.912  -0.115
C: 1.322 -3.461 -3.915  0.141
C: -4.873 -2.219 1.047  -0.254
C: 4.643 -2.236 -5.976  -0.099
C: -3.109 2.616 -0.176  -0.961
C: -0.546 -5.553 -0.686  -1.227
C: -0.121 -3.385 6.540  -1.042
C: -1.665 4.475 1.929  0.009
C: 2.400 8.419 -1.036  -1.979
C: 4.800 -4.883 -6.982  0.382
C: -0.043 -3.297 -3.714  -0.041
C: 2.861 -0.888 -5.087  -0.524
C: 3.395 -2.330 3.523  -1.583
C: 2.597 0.992 -2.084  0.812
C: 2.903 -3.680 3.084  1.402
C: -5.159 -0.614 -0.749  1.212
C: -2.627 -2.853 -1.402  -1.676
C: -2.203 1.848 5.392  -0.408
C: 3.378 -1.666 -6.105  0.251
C: -1.911 3.918 -1.767  -0.594
C: 1.587 -4.088 3.317  1.358
C: -0.890 -2.267 6.275  -0.020
C: -0.854 -1.656 5.023  -0.336
C: -3.620 -1.967 4.076  -0.388
C: 3.596 -0.636 -3.916  0.948
C: 1.455 -4.975 -2.081  -0.728
C: 1.157 -5.349 2.882  0.666
C: -2.124 4.706 0.490  0.324
C: 4.866 -1.221 -3.803  -0.822
C: -3.076 -0.628 4.500  -0.340
C: 0.197 7.307 -1.043  -1.889
C: -4.372 -3.550 1.538  -1.174
C: 3.929 -5.182 -5.792  -0.372
C: -4.343 -4.570 -2.832  -1.075
C: -3.516 1.713 4.954  0.384
C: -4.674 -1.840 -0.286  0.744
C: -1.745 -0.458 4.895  0.903
C: 3.389 -5.839 2.082  0.715
C: 3.779 -4.564 2.458  -1.206
C: 4.731 6.432 -2.983  -1.879
C: -0.649 -3.934 -2.623  1.424
C: 3.570 -4.413 -3.333  -0.979
C: -5.797 0.238 0.149  -0.829
C: 0.657 -3.905 5.525  -0.405
C: -4.859 -3.652 -1.936  0.201
C: 3.729 5.277 -2.889  2.281
C: 0.098 -4.818 -1.831  0.442
C: -4.017 -2.791 -1.234  -0.055
C: 2.089 -4.277 -3.101  0.558
C: 3.054 0.202 -2.904  -2.583
C: 3.119 5.021 -4.270  -1.937
C: -4.995 -0.213 -2.190  -1.910
C: 4.521 4.020 -2.510  -2.255
H: -0.491 6.652 -1.582  0.319
H: -1.535 -1.846 7.037  0.505
H: -1.497 5.491 0.063  -0.709
H: -3.279 -3.545 1.581  -0.061
H: 2.847 6.193 0.883  0.263
H: -2.964 1.728 -0.788  0.056
H: 4.485 -2.295 3.514  0.484
H: -0.248 8.315 -1.016  0.436
H: 1.878 -0.445 -5.175  0.428
H: -7.385 0.393 3.028  0.330
H: -6.984 1.739 1.949  0.431
H: 2.382 4.215 -4.219  0.269
H: 2.486 8.245 0.038  0.319
H: 0.780 1.024 4.934  0.084
H: -2.260 5.108 2.613  0.160
H: 0.456 0.186 6.448  0.370
H: -0.108 4.577 4.194  0.220
H: 5.343 3.854 -3.222  0.494
H: -0.132 -3.847 7.520  0.357
H: -1.853 -2.829 -4.787  0.397
H: 2.898 -5.288 -6.136  0.315
H: -4.753 -3.765 2.538  0.511
H: 3.938 -7.467 0.772  0.394
H: -0.958 -4.981 2.783  0.031
H: -3.725 -1.995 2.990  -1.725
H: 0.274 6.937 -0.016  -0.233
H: -6.162 1.196 -0.207  0.221
H: 4.245 -6.135 -5.369  0.400
H: 2.038 -5.629 -1.443  0.422
H: 2.627 5.903 -4.680  0.329
H: -2.823 4.443 -2.103  0.278
H: 3.890 3.130 -2.512  0.436
H: -4.602 -2.136 4.523  0.772
H: -0.516 6.704 1.330  1.026
H: 4.802 -4.249 2.280  0.328
H: -1.871 2.806 5.782  0.257
H: -2.962 -2.784 4.363  0.210
H: -1.788 3.019 -2.374  0.175
H: -4.063 3.102 -0.454  0.217
H: 3.836 4.816 0.434  0.405
H: -0.482 -6.006 4.129  0.475
H: 1.924 9.404 -1.174  0.523
H: -5.001 -5.238 -3.376  0.362
H: -3.935 -0.144 -2.448  0.247
H: 2.806 -1.837 -7.009  0.423
H: -0.349 -2.501 -5.677  0.537
H: -2.550 -5.320 -3.742  0.468
H: -5.643 -1.625 2.953  0.521
H: 6.372 -2.437 -4.727  0.377
H: 3.900 4.717 -4.981  0.480
H: 1.730 -7.192 1.964  0.296
H: -5.456 0.759 -2.373  0.410
H: 5.445 -1.042 -2.907  0.494
H: 5.274 6.556 -2.042  0.296
H: -4.670 -4.356 0.866  0.511
H: -1.043 4.559 -1.927  -0.227
H: 3.412 8.480 -1.442  0.311
H: 4.253 7.385 -3.217  0.272
H: -5.487 2.580 5.066  0.406
H: 4.767 -7.467 2.326  0.330
H: -0.349 6.614 3.096  0.387
H: -4.372 3.438 4.002  0.265
H: -0.495 -6.665 2.489  0.471
H: -1.431 -6.103 -1.010  0.396
H: 1.395 4.278 3.293  0.337
H: 5.240 -6.309 1.086  0.380
H: 3.774 -4.915 -4.283  -0.343
H: -5.448 -0.949 -2.858  0.430
H: 2.271 7.890 -3.718  0.427
H: 3.040 -2.084 4.526  0.296
H: -4.961 0.334 4.183  1.210
H: -0.864 -4.843 0.082  -0.067
H: -5.928 -3.595 -1.759  0.491
H: 1.265 -4.785 5.705  0.521
H: -3.167 5.072 0.478  0.267
H: 5.477 6.233 -3.767  0.522
H: -4.205 3.592 5.750  0.484
H: 0.215 1.941 6.344  0.482
H: 3.959 -4.403 -5.036  0.097
H: 0.746 6.997 -3.706  0.356
H: 3.033 -1.544 2.858  -0.009
H: 4.309 6.440 -0.078  0.352
H: 1.071 6.391 2.043  0.180
H: 1.797 -2.925 -4.732  0.165
H: 4.963 4.112 -1.512  0.311
H: 0.114 3.064 3.283  0.103
H: -5.830 1.213 3.176  0.111
H: -0.874 -1.434 -4.365  0.085
H: -3.181 2.287 0.860  0.012
H: 0.159 -6.252 -0.239  0.390
H: 4.034 -4.994 -2.538  0.446
H: 0.787 8.696 -3.206  0.478
H: 4.048 -3.432 -3.367  -0.155
H: -1.844 3.438 2.220  -0.338

Summary:
- calculated total energy (Eh) = -9482.781326
- molecular weight (g mol⁻¹) = 1486.5
- HOMO-LUMO gap (eV) = 5.302
- HOMO (eV) = -1.64
- total charge = -2
- LUMO energy (eV) = 3.7

---

Formula: C29H35BrN4OS4SiSr
Source: the Open Molecules 2025 dataset
Level of theory: ωB97M-V/def2-TZVPD

Last column: Mulliken charge in e.
Cartesian coordinates (Å):
Sr: 0.728 -0.184 0.133  1.297
Br: 3.479 -0.276 1.940  -0.207
S: 0.913 1.344 -2.749  -0.537
S: -2.445 2.129 -4.009  -0.296
S: -0.356 -0.681 3.005  -0.453
S: -1.998 -2.988 3.913  -0.179
Si: -2.024 0.700 3.789  0.277
O: -0.349 1.753 -5.752  -0.105
N: 2.109 1.948 0.773  0.046
N: -0.442 -0.832 -1.994  0.343
N: -1.961 -2.429 1.434  -1.126
N: -1.489 -1.757 0.329  1.024
C: 3.828 -2.895 -1.211  2.133
C: 3.742 3.852 2.012  -0.465
C: 3.917 -1.921 -2.408  -1.254
C: -2.265 2.511 1.603  -0.424
C: -1.258 1.342 -4.777  -0.364
C: -3.355 -0.107 4.758  -1.059
C: -3.983 0.816 1.779  -0.252
C: -1.533 -1.588 -2.056  0.417
C: 2.756 4.225 1.113  -0.565
C: 1.874 -2.334 0.641  -2.192
C: -1.109 2.098 4.762  -1.303
C: 3.109 1.575 1.554  0.163
C: 3.962 2.504 2.191  -0.403
C: 1.942 3.286 0.507  -0.684
C: -0.733 -2.905 5.162  -0.664
C: -2.790 1.332 2.234  0.713
C: -1.465 -2.005 2.550  0.544
C: -2.270 -0.760 -4.165  -0.717
C: 0.051 -0.146 -3.212  -0.380
C: -4.662 1.427 0.775  -0.466
C: -3.050 3.136 0.620  -0.445
C: 3.529 -4.331 -1.774  -1.553
C: 5.149 -2.978 -0.331  -1.479
C: 2.676 -2.522 -0.362  0.900
C: -0.989 -0.063 -4.377  1.056
C: -0.775 2.379 -6.923  -0.738
C: -2.458 -1.654 -3.166  -1.127
C: -4.244 2.628 0.224  -0.571
C: -1.913 -2.193 -0.829  -0.992
H: 3.992 -0.891 -2.052  0.325
H: -4.871 3.086 -0.530  0.391
H: -0.076 -3.822 5.039  0.258
H: -1.458 3.052 4.394  0.415
H: -1.087 3.429 -6.767  0.298
H: -4.146 0.688 4.963  0.328
H: 0.044 2.417 -7.692  0.223
H: -3.034 -0.507 -4.906  0.384
H: -3.005 -0.426 5.762  0.304
H: -0.211 -1.964 5.040  0.196
H: -4.370 -0.124 2.212  0.128
H: 2.978 -2.078 -2.971  0.150
H: -3.369 -2.294 -3.096  0.256
H: 4.381 4.574 2.534  0.314
H: 0.837 -0.831 -3.552  -0.098
H: -1.198 -3.016 6.147  0.309
H: 1.176 3.518 -0.244  0.385
H: 4.460 -4.690 -2.252  0.392
H: 3.250 -4.986 -0.925  0.349
H: 5.029 -3.723 0.532  0.270
H: -1.367 2.045 5.819  0.352
H: -3.759 -0.966 4.256  0.364
H: 5.539 -1.980 0.001  0.298
H: 4.739 2.252 2.945  0.265
H: 2.700 5.271 0.735  0.258
H: -2.677 -3.011 -0.910  0.132
H: -1.638 1.844 -7.439  0.262
H: -0.502 -0.496 -5.275  0.102
H: 5.991 -3.377 -0.958  0.393
H: -2.690 4.083 0.155  0.282
H: -1.333 2.918 1.912  0.467
H: -5.586 1.017 0.364  0.324
H: -0.036 1.993 4.603  0.352
H: 4.789 -2.154 -3.041  0.367
H: 2.661 -4.288 -2.510  0.288

Summary:
- calculated total energy (Eh) = -5907.153137
- molecular weight (g mol⁻¹) = 779.5
- ΔE to the lowest compared entry with this formula, charge and spin (kJ/mol) = 139.5
- HOMO-LUMO gap (alpha / beta) (eV) = 4.210 / 2.741
- HOMO (alpha / beta) (eV) = -0.20 / 1.26
- total charge = -2
- LUMO energy (alpha / beta) (eV) = 4.0 / 4.0

---

Formula: C6H11N
Source: the Open Molecules 2025 dataset
Level of theory: ωB97M-V/def2-TZVPD

Last column: natural (NBO) charge in e.
Cartesian coordinates (Å):
N: -0.737 -0.693 -1.714  -0.289
C: 0.636 -0.504 -1.322  -0.335
C: 0.704 0.383 -0.035  -0.282
C: 1.778 0.669 0.832  -0.082
C: -1.489 -1.024 -0.487  -0.047
C: -2.856 -1.063 -0.198  -0.201
C: 1.392 1.695 1.889  -0.662
H: -0.794 -1.572 0.111  0.233
H: 2.220 2.344 2.310  0.248
H: 1.238 -1.482 -1.156  0.288
H: -3.649 -0.866 -0.975  0.236
H: -3.205 -1.476 0.684  0.231
H: 1.238 -0.038 -2.176  0.288
H: -0.836 -1.340 -2.495  0.436
H: -0.172 1.114 -0.141  0.221
H: 2.877 0.481 0.653  0.245
H: 0.589 2.213 1.377  0.224
H: 1.067 1.160 2.843  0.247

Summary:
- calculated total energy (Eh) = -289.531773
- ⟨S²⟩ = 0.7717
- molecular weight (g mol⁻¹) = 97.2
- ΔE to the lowest compared entry with this formula, charge and spin (kJ/mol) = 359.2
- HOMO-LUMO gap (alpha / beta) (eV) = 9.285 / 4.735
- HOMO (alpha / beta) (eV) = -13.22 / -12.91
- total charge = +1
- 2S+1 = 2
- LUMO energy (alpha / beta) (eV) = -3.9 / -8.2

---

Formula: C6H9N3O2
Source: the Open Molecules 2025 dataset
Level of theory: ωB97M-V/def2-TZVPD

Last column: natural (NBO) charge in e.
Cartesian coordinates (Å):
O: -3.831 1.375 -0.695  -0.600
O: -2.318 2.685 -1.574  -0.661
N: -1.778 -0.456 0.268  -0.299
N: -0.801 -1.289 0.458  -0.214
N: 2.548 -0.576 0.312  -0.617
C: 1.554 -1.294 -0.508  -0.267
C: -1.537 0.790 -0.428  -0.027
C: -2.653 1.724 -0.801  0.759
C: 0.168 -0.800 -0.252  0.086
C: -0.204 0.489 -0.805  -0.264
C: 2.163 -0.850 1.788  -0.462
H: 1.359 -2.266 -0.132  0.213
H: 1.908 -1.192 -1.640  0.218
H: -3.032 3.391 -1.816  0.526
H: 2.834 -0.105 2.430  0.211
H: -2.717 -0.556 0.755  0.419
H: 0.976 -0.605 1.717  0.196
H: 0.557 1.068 -1.331  0.223
H: 2.346 -1.925 2.179  0.212
H: 2.460 0.393 0.074  0.348

Summary:
- calculated total energy (Eh) = -548.685079
- molecular weight (g mol⁻¹) = 155.2
- ΔE to the lowest compared entry with this formula, charge and spin (kJ/mol) = 357.8
- HOMO-LUMO gap (eV) = 9.237
- HOMO (eV) = -8.94
- total charge = 0
- SMILES string = CNCc1cc(C(=O)O)[nH]n1
- LUMO energy (eV) = 0.3

---

Formula: C3H7N3O2
Source: the Open Molecules 2025 dataset
Level of theory: ωB97M-V/def2-TZVPD

Last column: natural (NBO) charge in e.
Cartesian coordinates (Å):
O: 0.748 1.271 -1.214  -0.511
O: 1.847 1.533 0.711  -0.567
N: 2.298 -1.410 -0.278  -0.017
N: 0.860 0.879 -0.059  0.364
N: 3.272 -1.167 0.175  0.008
C: -2.161 -0.010 -0.176  -0.604
C: -0.846 -0.817 -0.131  -0.455
C: 0.242 -0.067 0.560  -0.028
H: -2.069 0.915 0.388  0.211
H: -0.519 -1.031 -1.149  0.238
H: -2.982 -0.581 0.249  0.210
H: 2.248 2.206 0.134  0.492
H: -2.418 0.251 -1.199  0.220
H: 0.479 -0.210 1.598  0.220
H: -0.999 -1.760 0.391  0.219

Summary:
- calculated total energy (Eh) = -433.173507
- molecular weight (g mol⁻¹) = 117.1
- ΔE to the lowest compared entry with this formula, charge and spin (kJ/mol) = 391.9
- HOMO-LUMO gap (eV) = 9.802
- HOMO (eV) = -8.89
- total charge = 0
- SMILES string = CC/C=[N+](\[O-])O.N#N
- LUMO energy (eV) = 0.9